i:
The following is a quantum chemistry calculation of C6H10O3 in the gas phase, from the OMol25 dataset.

Last column: Mulliken charge in e.
CARTESIAN COORDINATES (ANGSTROEM)
C1 0.4722 0.6007 -1.8645  -1.37
C2 0.6356 -0.1765 -0.5011  0.97
C3 1.8879 0.3743 0.4006  -1.42
O1 0.8111 -1.5733 -0.5603  -0.28
O2 -0.4492 -1.8246 0.0471  -0.29
C4 -0.6852 -0.3868 0.3338  1.18
C5 -0.8587 -0.1640 1.8589  -1.64
C6 -1.9650 -0.0815 -0.3401  -0.35
O3 -2.5489 0.9985 -0.3657  -0.50
H1 -0.3928 0.3433 -2.5428  0.38
H2 1.4827 0.5365 -2.3917  0.36
H3 0.3976 1.6912 -1.6770  0.33
H4 2.1024 -0.3593 1.1898  0.34
H5 1.5458 1.3485 0.7743  0.29
H6 2.7016 0.3344 -0.2679  0.50
H7 -0.7816 0.9130 1.8887  0.35
H8 -0.1455 -0.8853 2.3421  0.35
H9 -1.7995 -0.6130 2.1514  0.43
H10 -2.4104 -1.0761 -0.4753  0.37

Properties
Molar mass = 130.143 g mol⁻¹
HOMO level = -9.33 eV
Structure (SMILES) = CC1(C)OO[C@]1(C)C=O

=====

ii:
The following is a quantum chemistry calculation of 2 unconnected molecules or ions with the total composition C6H10O3, from the OMol25 dataset.

Last column: Mulliken charge in e.
CARTESIAN COORDINATES (ANGSTROEM)
C1 1.4042 1.7255 1.3948  -1.29
C2 0.6861 0.4182 1.2111  1.18
O1 0.1999 -0.1794 2.1638  -0.70
C3 0.2835 0.1350 -0.2327  -0.98
C4 0.1490 -1.2181 -0.4204  0.83
C5 0.2947 -1.8009 -1.7965  -1.27
O2 -0.4260 -2.0306 0.4487  -0.54
H1 2.4611 1.5896 1.1823  0.33
H2 1.0257 2.4831 0.7064  0.34
H3 1.2716 2.0920 2.4122  0.35
H4 0.7421 0.7432 -0.9941  0.31
H5 -0.1237 -2.8007 -1.8487  0.36
H6 1.3318 -1.8045 -2.1155  0.32
H7 -0.2738 -1.2006 -2.5021  0.32
H8 -0.5678 -1.5317 1.2967  0.42
C6 -2.0258 0.8146 -0.2204  0.04
O3 -2.2386 0.6305 -1.4153  -0.49
H9 -2.4218 0.1290 0.5448  0.22
H10 -1.7722 1.8056 0.1845  0.25

Properties
Molar mass = 130.143 g mol⁻¹
HOMO level = -9.19 eV
Structure (SMILES) = CC(=O)/C=C(/C)O.C=O

=====

Energy above the most stable structure, in eV: i 3.115; ii 0.000

=====

i:
The following is a quantum chemistry calculation of CH2N2OS2 in the gas phase, from the OMol25 dataset.

Last column: Mulliken charge in e.
CARTESIAN COORDINATES (ANGSTROEM)
H1 1.3093 -0.9329 1.6846  0.24
N1 0.8534 -0.3325 0.9961  -0.53
C1 -0.2462 -0.7719 0.4636  0.39
N2 -1.0806 -0.2129 -0.3372  -0.42
S1 -0.8275 1.2271 -1.0654  0.49
O1 -0.5759 0.8787 -2.4745  -0.48
S2 1.0025 1.9367 -0.1131  0.03
H2 -0.4350 -1.7924 0.8460  0.29

Properties
Molar mass = 122.174 g mol⁻¹
HOMO level (alpha / beta) = -9.61 / -9.61 eV
Structure (SMILES) = [H]/N=C/N=S(=O)=S

=====

ii:
The following is a quantum chemistry calculation of CH2N2OS2 in the gas phase, from the OMol25 dataset.

Last column: Mulliken charge in e.
CARTESIAN COORDINATES (ANGSTROEM)
C1 -0.8146 0.2734 -0.2065  -0.24
N1 -0.1857 1.2226 0.5276  -0.04
N2 0.7801 1.2203 1.1925  -0.11
O1 1.0854 -1.2555 -1.6928  -0.52
S1 1.7018 -0.4640 1.1086  -0.06
S2 0.4337 -1.2544 -0.3500  0.35
H1 -1.6467 -0.1359 0.5743  0.29
H2 -1.3539 0.3936 -1.1536  0.33

Properties
Molar mass = 122.174 g mol⁻¹
HOMO level = -9.55 eV

=====

Energy above the most stable structure, in eV: i 1.079; ii 0.000